Here is the molecule C3H4N2O from OMol25. Energies are from the ωB97M-V functional and the def2-TZVPD basis.

Summary:
F_max   0.4 eV Å⁻¹
LUMO level   -0.06 eV
SMILES   O[C@H]1C=CN=N1
Relative energy (zero: lowest compared OMol25 entry of this formula, charge and spin)   61.83 kcal/mol
Electronic energy   -8201.20421 eV

Geometry as XYZ:
```
10
Properties=species:S:1:pos:R:3:forces:R:3
O 0.840 -1.824 0.167 -0.2 -0.1 0.2
C 0.596 -0.458 0.127 0.1 0.3 -0.1
C -0.346 0.104 -0.886 0.0 0.2 0.1
C -0.889 1.162 -0.281 0.0 -0.1 -0.2
N -0.497 1.209 1.098 0.1 -0.4 0.1
N 0.246 0.239 1.374 -0.2 0.2 -0.1
H 0.509 -2.187 0.995 0.0 0.1 0.0
H 1.555 0.069 -0.032 0.1 -0.1 -0.3
H -0.475 -0.253 -1.900 0.1 0.1 0.1
H -1.540 1.938 -0.662 0.0 -0.2 0.1
```
Forces are in eV/Å.

Löwdin atomic charge list, values in e, 6 entries: number 1, O, carries 0.01; number 2, C, carries -0.44; number 3, C, carries 0.00; number 4, C, carries -0.11; number 5, N, carries 0.01; number 6, N, carries 0.05